Record 1
Below is a cluster of 3 separate species, C4H13NO2 in total at a distorted geometry, with properties calculated with ωB97M-V/def2-TZVPD.

Values from the calculation:
relative energy (zero: lowest compared OMol25 entry of this formula, charge and spin) = 282.2 kJ/mol
DFT total energy = -9941.2723 eV
SMILES string = C=C(N)CC.O.O
Kohn-Sham gap = 8.1364 eV
HOMO energy = -7.49 eV

Last column: Löwdin charge in e.
Geometry (Å):
1 C 0.19458 1.42750 3.28226  0.0110
2 C -0.16384 1.66274 2.00848  -0.4799
3 N 0.36105 2.49806 1.06030  0.0584
4 C -1.04414 0.72373 1.40765  -0.2790
5 C -1.09142 0.71293 -0.07449  -0.1364
6 H -0.51092 0.91263 3.91705  0.0490
7 H 1.20088 1.60629 3.65661  0.0470
8 H -0.21047 2.92532 0.31129  0.1106
9 H 1.04508 3.24552 1.34128  0.1233
10 H -2.06361 0.84322 1.80298  0.1280
11 H -0.92779 -0.30326 1.72686  0.1186
12 H -2.00031 1.21102 -0.52659  0.1037
13 H -0.01713 0.79692 -0.27502  0.0838
14 H -1.15199 -0.27543 -0.56702  0.0498
15 O 0.03071 -1.81768 -1.93013  -0.0597
16 H -0.36039 -2.31496 -2.67244  0.0369
17 H 0.16936 -0.98218 -2.39529  0.0493
18 O 1.48746 -3.69661 -3.86457  -0.0591
19 H 0.77472 -3.71952 -3.19125  0.0258
20 H 2.00878 -4.47914 -3.93637  0.0189

Record 2
Below is a structure of composition C12H38F3O12V at a distorted geometry, with properties calculated with ωB97M-V/def2-TZVPD.

Values from the calculation:
relative energy (zero: lowest compared OMol25 entry of this formula, charge and spin) = 154.8 kJ/mol
DFT total energy = -71465.8690 eV
Kohn-Sham gap = 8.2278 eV
HOMO energy = -9.03 eV

Last column: Löwdin charge in e.
Geometry (Å):
1 O -1.04119 1.56417 1.54385  -0.2919
2 V -0.85559 1.17073 -0.02118  0.9668
3 O 0.67228 1.23444 -0.35102  -0.2866
4 C -1.03921 -2.53288 -0.00329  -0.3120
5 O 0.25127 -2.94168 -0.55111  -0.1425
6 O -0.96660 -1.14764 0.19377  -0.2338
7 C -2.30764 -3.22605 -0.73705  -0.6283
8 F -3.46524 -2.76024 -0.26362  0.1351
9 F -2.29819 -3.11007 -2.01346  0.2031
10 F -2.38018 -4.52077 -0.52198  0.1627
11 C 0.95472 -4.04932 -0.01364  -0.2644
12 C 2.32107 -4.12170 -0.53935  -0.0739
13 H 2.89224 -3.19368 -0.56485  0.0616
14 H 2.84597 -4.83498 0.09612  0.0880
15 H 2.36637 -4.53085 -1.54863  0.0885
16 H 0.40361 -4.95262 -0.27523  0.1249
17 H 0.97354 -3.96526 1.07295  0.1255
18 H -1.02927 -2.94233 1.00684  0.1413
19 C 3.77373 2.49158 -2.00251  -0.1918
20 O 4.51570 2.28829 -0.85160  -0.1002
21 H 2.70933 2.29345 -1.87639  0.0507
22 H 3.91860 3.51421 -2.35085  0.0768
23 H 4.15695 1.79890 -2.75180  0.0830
24 H 4.17022 2.91637 -0.21304  0.0820
25 C 2.22048 -1.00870 -2.69302  -0.1665
26 O 1.06390 -1.80759 -2.82091  -0.1236
27 H 2.43827 -0.43559 -3.59425  0.0727
28 H 1.97741 -0.33252 -1.87339  0.0516
29 H 3.14154 -1.55447 -2.48837  0.0728
30 H 0.80959 -2.14347 -1.95829  0.0131
31 C 0.74151 1.68710 4.30527  -0.1392
32 O 1.75767 0.64276 4.33346  -0.1385
33 H 0.95696 2.38676 3.49771  0.0647
34 H -0.24264 1.23433 4.18465  0.0555
35 H 0.70433 2.32285 5.18988  0.0682
36 H 1.74348 0.16866 3.49882  0.0018
37 C -2.73432 -0.91148 3.33725  -0.1823
38 O -3.79996 -0.08751 3.69208  -0.1019
39 H -1.84676 -0.32273 3.10547  0.0580
40 H -2.35037 -1.56970 4.11662  0.0763
41 H -3.02376 -1.61191 2.55384  0.0725
42 H -4.58471 -0.63932 3.65641  0.0743
43 C -4.03650 0.68447 -0.34995  -0.1366
44 O -3.17348 1.75359 -0.23314  -0.1534
45 H -3.60938 -0.31705 -0.29873  0.0711
46 H -4.77396 0.69509 0.45264  0.1002
47 H -4.47581 0.69470 -1.34745  0.0909
48 H -3.65433 2.58193 -0.29817  0.1170
49 C -0.61582 1.50658 -3.44621  -0.1316
50 O -1.40612 1.05299 -2.39229  -0.1444
51 H -0.49644 0.73891 -4.21076  0.1000
52 H -1.06525 2.34056 -3.98528  0.0862
53 H 0.34340 1.86730 -3.07489  0.0776
54 H -2.17638 0.68126 -2.82832  0.1090
55 C -1.17459 4.71038 -0.12101  -0.1002
56 O -0.61867 3.51261 -0.66439  -0.1525
57 H -1.52792 4.48141 0.88439  0.0948
58 H -0.53435 5.58941 -0.19524  0.0914
59 H -2.06427 5.06086 -0.64420  0.0783
60 H -0.22628 3.75005 -1.50775  0.0947
61 C 2.78810 -0.56995 1.23892  -0.1448
62 O 1.60857 -0.63768 1.95314  -0.1200
63 H 3.52307 -0.20453 1.95613  0.0941
64 H 3.05974 -1.54857 0.84316  0.0724
65 H 2.79074 0.16185 0.43111  0.0578
66 H 1.00100 -1.04600 1.33207  0.0540

Record 3
Below is a cluster of 14 separate species, C32H60Cl26Si in total at a distorted geometry, with properties calculated with ωB97M-V/def2-TZVPD.

Values from the calculation:
DFT total energy = -367620.1388 eV
Kohn-Sham gap = 8.9962 eV
HOMO energy = -8.59 eV

Last column: Löwdin charge in e.
Geometry (Å):
1 Si 5.99021 3.11240 -4.60423  0.6559
2 C 5.03081 2.48488 -3.12064  -0.3849
3 C 4.69324 3.39118 -2.10346  -0.2135
4 C 3.94150 2.92768 -1.01935  -0.2447
5 C 3.54924 1.58882 -0.98221  -0.1630
6 C 3.90729 0.69674 -1.97411  -0.0957
7 C 4.65203 1.14723 -3.06046  -0.1148
8 H 6.98186 4.13692 -4.20552  -0.0720
9 H 6.70649 2.01125 -5.28460  -0.0788
10 H 5.01762 3.73199 -5.53524  -0.0755
11 H 5.03376 4.42338 -2.18394  -0.0659
12 H 3.68541 3.61333 -0.22685  0.0100
13 H 2.94096 1.24394 -0.15151  0.0777
14 H 3.61778 -0.34790 -1.93042  0.0743
15 H 4.92531 0.44582 -3.84282  0.0945
16 Cl 2.29677 -2.50532 -0.29012  0.5357
17 C 2.96822 -1.78087 1.19954  -0.6494
18 C 4.44479 -1.50685 1.08381  -0.6581
19 Cl 5.40647 -3.00936 1.01677  0.5385
20 H 2.74826 -2.45434 2.02410  0.0713
21 H 2.43331 -0.84689 1.36555  0.0227
22 H 4.78009 -0.95240 1.95871  0.0779
23 H 4.67330 -0.92241 0.19622  0.0437
24 Cl 1.25403 3.32158 -0.72214  0.6994
25 C -0.40201 3.67578 -1.28403  -0.6168
26 C -0.72518 2.89188 -2.52905  -0.6778
27 Cl 0.22463 3.44580 -3.93377  0.5376
28 H -0.48509 4.74735 -1.45053  0.0672
29 H -1.08509 3.40051 -0.48040  0.0701
30 H -1.77648 3.02090 -2.78477  0.0735
31 H -0.52536 1.83187 -2.38780  -0.0402
32 Cl -0.27883 -0.49344 -2.06575  0.6202
33 C -0.51208 -1.75987 -3.30328  -0.6426
34 C 0.67037 -1.83955 -4.23555  -0.7028
35 Cl 0.77222 -0.37823 -5.25751  0.5457
36 H -1.43297 -1.54410 -3.83950  0.0735
37 H -0.63895 -2.69855 -2.77330  0.0173
38 H 0.57340 -2.68894 -4.90281  -0.0083
39 H 1.60527 -1.93874 -3.68781  0.0606
40 Cl 0.01720 0.47739 2.03041  0.5592
41 C -1.12341 -0.70779 1.33675  -0.6761
42 C -2.19384 -1.11763 2.31183  -0.6343
43 Cl -1.54415 -2.08281 3.66422  0.5553
44 H -0.54164 -1.56192 0.99717  0.0467
45 H -1.57567 -0.23594 0.46739  0.0373
46 H -2.93151 -1.73929 1.80633  0.0459
47 H -2.70361 -0.25536 2.73516  0.0736
48 Cl 0.44855 -4.94868 -3.50455  0.6320
49 C 0.27439 -6.17365 -4.79309  -0.6399
50 C 1.46617 -6.18205 -5.71437  -0.6500
51 Cl 1.59298 -4.69886 -6.70091  0.5529
52 H -0.64879 -5.96546 -5.32089  0.0091
53 H 0.18178 -7.14249 -4.30531  0.0781
54 H 1.39845 -7.01772 -6.40835  0.0693
55 H 2.38813 -6.27618 -5.14587  0.0690
56 Cl 4.08131 7.79104 1.85904  0.5333
57 C 5.77238 7.26438 1.59609  -0.7130
58 C 6.03171 6.92358 0.15263  -0.6179
59 Cl 5.16742 5.45225 -0.37151  0.7073
60 H 5.96366 6.41722 2.24640  0.0143
61 H 6.41332 8.08323 1.90696  -0.0068
62 H 7.09263 6.73077 0.00545  0.0545
63 H 5.73669 7.73637 -0.50760  0.0320
64 Cl 8.79687 7.89485 2.04103  0.6295
65 C 9.66154 7.14081 3.41265  -0.6253
66 C 9.45942 5.64997 3.48846  -0.6477
67 Cl 7.79472 5.20651 3.94051  0.5781
68 H 9.33105 7.63446 4.32280  0.0715
69 H 10.71890 7.35536 3.26717  0.0727
70 H 10.11319 5.23778 4.25522  0.0731
71 H 9.68950 5.16829 2.54133  0.0717
72 Cl -4.85472 -3.90040 2.55609  0.5468
73 C -3.84402 -4.62061 3.84195  -0.6988
74 C -4.47546 -5.84440 4.44744  -0.6415
75 Cl -5.92183 -5.41712 5.40095  0.5345
76 H -3.66794 -3.86011 4.59448  -0.0256
77 H -2.89028 -4.87330 3.38259  0.0643
78 H -3.77293 -6.31889 5.13074  0.0748
79 H -4.76294 -6.56985 3.69011  0.0685
80 Cl 4.31859 6.53107 -3.36327  0.5967
81 C 3.85621 8.24237 -3.20200  -0.6404
82 C 4.83696 9.16537 -3.87735  -0.6523
83 Cl 6.41530 9.19787 -3.04522  0.5465
84 H 3.76490 8.46497 -2.14052  0.0667
85 H 2.87515 8.35049 -3.66188  0.0749
86 H 4.45070 10.18329 -3.86402  0.0719
87 H 5.00989 8.87335 -4.90993  0.0678
88 Cl -10.22003 -7.14168 7.18856  0.5408
89 C -10.67298 -5.42055 7.28767  -0.6637
90 C -9.63401 -4.52189 6.67157  -0.6896
91 Cl -8.12021 -4.48867 7.61476  0.5208
92 H -10.83939 -5.17816 8.33442  0.0671
93 H -11.61329 -5.30674 6.75023  0.0656
94 H -10.00597 -3.49894 6.63589  0.0589
95 H -9.38830 -4.83080 5.66032  0.0293
96 Cl -11.10499 -3.95026 3.56846  0.5735
97 C -11.54261 -2.22663 3.69974  -0.6521
98 C -10.48673 -1.33317 3.10287  -0.6617
99 Cl -8.98302 -1.35398 4.05947  0.5459
100 H -11.70374 -1.99911 4.75080  0.0655
101 H -12.48482 -2.09568 3.17028  0.0725
102 H -10.84396 -0.30471 3.08834  0.0729
103 H -10.24349 -1.63037 2.08598  0.0687
104 Cl -4.70282 -0.24580 6.52806  0.5394
105 C -5.00934 -1.89706 7.13081  -0.6686
106 C -3.80558 -2.48033 7.82641  -0.6348
107 Cl -2.47250 -2.80589 6.68544  0.5480
108 H -5.31671 -2.51063 6.28671  0.0388
109 H -5.84077 -1.83297 7.83075  0.0664
110 H -4.07766 -3.43076 8.28321  0.0732
111 H -3.42770 -1.81927 8.60212  0.0683
112 Cl -1.28797 -5.88333 -7.82919  0.5773
113 C -0.91575 -5.27028 -9.46037  -0.6475
114 C -2.14750 -4.79388 -10.18471  -0.6643
115 Cl -3.24154 -6.13532 -10.60900  0.5377
116 H -0.41268 -6.06334 -10.00744  0.0724
117 H -0.21866 -4.44281 -9.33266  0.0640
118 H -1.85649 -4.31266 -11.11685  0.0736
119 H -2.70829 -4.08030 -9.58651  0.0687

Record 4
Below is the ion C4H13N2 with charge +1 at a distorted geometry, with properties calculated with ωB97M-V/def2-TZVPD.

Values from the calculation:
relative energy (zero: lowest compared OMol25 entry of this formula, charge and spin) = 222.1 kJ/mol
net charge = +1
DFT total energy = -7331.1848 eV
SMILES string = CC[NH2+]CCN
Kohn-Sham gap = 10.5484 eV
HOMO energy = -13.57 eV

Last column: Löwdin charge in e.
Geometry (Å):
1 C 0.69475 1.59453 -1.58056  -0.1094
2 C 1.25941 0.19120 -1.45284  -0.1499
3 N 0.22096 -0.61055 -0.61732  0.0198
4 C 0.20549 -0.08449 0.81511  -0.1443
5 C -0.68599 -1.01680 1.76464  -0.2782
6 N -1.97327 -0.55793 1.47714  -0.0106
7 H -0.44863 1.88854 -1.47714  0.1352
8 H 1.04939 2.40226 -0.94359  0.0698
9 H 1.09726 1.97997 -2.57621  0.1050
10 H 1.27957 -0.22859 -2.50147  0.1459
11 H 2.16768 0.06794 -0.92441  0.1080
12 H 0.46153 -1.59669 -0.46298  0.1643
13 H -0.73416 -0.51839 -1.08625  0.2004
14 H -0.27011 0.88268 0.90129  0.1125
15 H 1.30062 -0.17364 1.14720  0.1526
16 H -0.14029 -0.96402 2.79441  0.1551
17 H -0.50915 -1.98502 1.27449  0.1073
18 H -2.34050 0.13429 2.08132  0.0773
19 H -2.63456 -1.40526 1.36715  0.1390